Entry 1:
A 2-piece molecular cluster, C4H10N overall, computed with ωB97M-V/def2-TZVPD.

XYZ file:
```
15
Properties=species:S:1:pos:R:3:mulliken_charge:R:1
C -2.639 -0.568 0.625 -0.065
N -1.362 -0.606 0.619 -0.112
H -3.156 -1.288 -0.002 0.287
H -3.170 0.193 1.179 0.285
H -0.888 0.035 1.260 0.347
H -0.766 -0.676 -0.212 0.214
C 1.440 -0.193 -1.523 -0.967
C 1.595 0.124 -0.027 0.063
C 1.145 1.273 0.461 -1.024
H 1.789 0.691 -2.052 0.329
H 0.384 -0.229 -1.827 0.301
H 1.887 -1.159 -1.720 0.314
H 2.472 -0.301 0.442 0.319
H 1.470 1.493 1.468 0.359
H 0.579 1.996 -0.116 0.350
```

* total charge: +1
* energy above the lowest of the compared OMol25 structures with the same formula, charge and spin: 282.62 kJ/mol
* E_HOMO: -13.81 eV
* HOMO-LUMO gap: 0.2821 hartree
* DFT total energy: -212.81271 Eh

Entry 2:
A 7-piece molecular cluster, C27H62ClN9O14P3 overall, computed with ωB97M-V/def2-TZVPD.

XYZ file:
```
116
Properties=species:S:1:pos:R:3:mulliken_charge:R:1
C 0.379 7.639 -0.443 -0.719
C -0.106 7.176 -1.779 0.552
O -0.088 7.835 -2.761 -0.479
O -0.594 5.857 -1.861 -0.205
C -1.235 5.345 -0.785 -0.241
O -2.328 5.741 -0.459 -0.561
C -0.527 4.223 -0.052 -1.507
C -0.994 2.791 -0.478 -0.217
P 0.135 2.285 -1.903 1.040
N -0.106 3.087 -3.228 -0.867
N -2.434 2.784 -0.897 -0.512
P -3.076 1.326 -1.878 0.409
O -3.630 0.330 -0.943 -0.611
C -3.304 3.042 0.326 -0.628
P -5.069 3.209 -0.108 1.161
O -5.200 3.644 -1.505 -0.683
O -5.786 1.871 0.295 -0.477
O -5.614 4.291 0.923 -0.584
C -3.007 2.124 1.484 -0.879
O -1.629 2.075 1.811 -0.429
C -0.741 1.834 0.757 1.436
Cl 0.856 2.231 1.482 -0.163
C -0.654 0.317 0.413 -0.905
N -0.781 -0.560 1.552 -0.505
H 0.506 6.848 0.292 0.290
H 1.343 8.114 -0.602 0.323
H -0.312 8.385 -0.056 0.279
H 0.535 4.326 -0.251 0.764
H -0.731 4.376 1.006 0.720
H -0.002 0.909 -2.133 -0.002
H 1.419 2.518 -1.391 0.087
H -0.834 3.787 -3.189 0.266
H -2.656 3.580 -1.512 0.816
H -2.016 0.800 -2.633 0.148
H -4.059 1.838 -2.766 0.331
H -3.027 4.055 0.620 1.056
H -6.693 1.869 -0.054 0.389
H -4.944 4.710 1.477 0.395
H -3.502 2.555 2.355 0.366
H -3.415 1.123 1.347 0.409
H -1.372 0.000 -0.339 0.284
H 0.336 0.140 -0.004 0.007
H -1.732 -0.597 1.892 0.293
H -0.177 -0.277 2.313 0.363
C 1.997 -0.647 -1.968 0.577
O 0.927 -1.242 -1.951 -0.655
N 3.205 -1.193 -1.914 0.128
C 4.428 -0.403 -1.925 -0.688
C 3.309 -2.643 -1.826 -0.994
H 2.027 0.456 -2.033 -0.189
H 5.046 -0.682 -2.780 0.324
H 4.960 -0.604 -0.992 0.197
H 4.185 0.657 -2.000 0.300
H 2.840 -3.105 -2.695 0.361
H 2.800 -3.003 -0.933 0.286
H 4.357 -2.919 -1.778 0.367
C 5.748 -1.504 1.714 0.111
O 5.495 -1.722 0.536 -0.632
N 4.818 -1.384 2.666 0.177
C 5.144 -1.124 4.056 -0.840
C 3.415 -1.520 2.300 -0.841
H 6.778 -1.381 2.084 0.228
H 4.762 -1.932 4.676 0.349
H 4.682 -0.190 4.374 0.303
H 6.223 -1.049 4.187 0.226
H 3.230 -2.502 1.864 0.268
H 3.143 -0.766 1.559 0.227
H 2.805 -1.397 3.192 0.328
C 2.447 -1.131 7.334 0.092
O 2.464 -1.189 6.115 -0.570
N 3.539 -0.970 8.097 0.146
C 3.478 -0.901 9.545 -0.924
C 4.823 -0.863 7.424 -0.800
H 1.514 -1.205 7.915 0.265
H 3.870 0.054 9.897 0.331
H 4.065 -1.706 9.989 0.330
H 2.446 -0.999 9.873 0.298
H 4.804 -0.012 6.744 0.241
H 5.002 -1.766 6.843 0.211
H 5.619 -0.733 8.151 0.406
C -5.918 1.276 -4.417 0.228
O -4.695 1.190 -4.231 -0.762
N -6.683 0.259 -4.779 0.150
C -8.115 0.406 -4.997 -0.855
C -6.073 -1.052 -4.972 -0.863
H -6.454 2.226 -4.296 0.308
H -8.658 -0.251 -4.318 0.328
H -8.358 0.133 -6.023 0.321
H -8.415 1.435 -4.814 0.293
H -5.596 -1.381 -4.048 0.317
H -5.312 -0.991 -5.748 0.317
H -6.835 -1.761 -5.273 0.210
C 8.845 -3.101 5.707 0.135
O 9.021 -1.940 6.025 -0.609
N 9.276 -3.657 4.561 0.128
C 9.026 -5.047 4.233 -0.908
C 10.022 -2.828 3.628 -0.924
H 8.293 -3.808 6.351 0.289
H 9.966 -5.585 4.106 0.335
H 8.451 -5.124 3.308 0.324
H 8.461 -5.516 5.036 0.298
H 10.923 -2.439 4.101 0.314
H 9.418 -1.978 3.309 0.239
H 10.296 -3.423 2.761 0.387
C -8.631 -3.217 -7.118 0.120
O -8.240 -2.084 -7.348 -0.586
N -7.958 -4.330 -7.444 0.116
C -8.468 -5.657 -7.150 -0.913
C -6.676 -4.195 -8.119 -0.874
H -9.591 -3.420 -6.615 0.292
H -7.778 -6.195 -6.499 0.340
H -8.598 -6.227 -8.071 0.340
H -9.431 -5.577 -6.650 0.289
H -5.979 -3.629 -7.501 0.223
H -6.799 -3.662 -9.061 0.307
H -6.268 -5.183 -8.311 0.386
```

* total charge: +1
* energy above the lowest of the compared OMol25 structures with the same formula, charge and spin: 0.00 kJ/mol
* E_HOMO: -10.75 eV
* HOMO-LUMO gap: 0.3069 hartree
* DFT total energy: -4096.24072 Eh

Entry 3:
A 9-piece molecular cluster, C33H37ClF8NO26S2 overall, computed with ωB97M-V/def2-TZVPD.

XYZ file:
```
108
Properties=species:S:1:pos:R:3:mulliken_charge:R:1
O -0.340 0.804 -2.988 -0.300
O -1.092 -0.317 -2.880 -0.162
C -0.452 -1.280 -1.965 -0.432
C -0.413 -0.544 -0.536 0.223
C -1.717 0.115 -0.043 -0.247
C -1.705 0.867 1.321 -0.280
S -3.173 1.726 2.043 -0.182
C -0.378 0.891 2.101 -0.087
N 0.840 0.247 1.618 0.425
C 2.044 0.385 2.488 -0.458
C 3.317 1.070 1.799 0.562
C 2.992 2.144 0.655 -0.506
S 3.265 3.902 1.243 -0.190
C 0.849 -0.461 0.366 0.096
Cl 2.336 -1.319 -0.267 -0.067
H -0.706 1.546 -2.449 0.322
H -1.030 -2.259 -1.969 0.313
H 0.618 -1.402 -2.381 0.306
H -2.692 0.097 -0.632 0.469
H -4.217 0.821 1.901 0.160
H -0.342 1.471 3.093 0.412
H 2.331 -0.685 2.821 0.268
H 1.770 0.962 3.445 -0.194
H 3.875 1.637 2.637 -0.436
H 4.024 0.255 1.429 0.221
H 3.695 1.904 -0.230 0.361
H 1.936 2.106 0.231 0.157
H 2.890 3.838 2.578 0.123
C 1.646 2.838 7.695 -0.540
C 2.853 2.067 7.268 0.531
O 2.687 1.954 5.868 -0.209
C 1.981 3.057 5.498 0.591
O 1.885 3.442 4.364 -0.478
O 1.407 3.672 6.566 -0.327
F 2.850 0.825 7.804 -0.324
H 0.776 2.199 7.866 0.284
H 1.826 3.432 8.592 0.314
H 3.803 2.562 7.485 0.239
C 7.775 2.312 5.408 -0.314
C 6.300 2.155 5.600 0.428
O 6.008 3.075 6.632 -0.312
C 6.937 4.068 6.507 0.495
O 6.846 5.139 7.026 -0.509
O 7.976 3.686 5.712 -0.327
F 5.996 0.908 6.036 -0.314
H 8.357 1.697 6.100 0.290
H 8.088 2.085 4.388 0.199
H 5.704 2.395 4.714 0.262
C -3.773 0.177 -4.756 0.326
C -4.899 1.064 -4.330 0.365
O -5.924 0.748 -5.248 -0.295
C -5.706 -0.550 -5.603 0.576
O -6.513 -1.242 -6.149 -0.550
O -4.456 -0.965 -5.252 -0.246
F -4.573 2.371 -4.480 -0.285
H -3.170 0.615 -5.557 0.130
H -3.115 -0.088 -3.928 -0.318
H -5.252 0.885 -3.310 0.327
C -0.323 3.885 -4.781 0.020
C 0.167 3.281 -6.059 0.317
O 0.144 4.368 -6.958 -0.310
C 0.346 5.479 -6.193 0.559
O 0.654 6.546 -6.627 -0.478
O 0.160 5.216 -4.866 -0.358
F -0.689 2.330 -6.508 -0.277
H -1.415 3.899 -4.712 0.214
H 0.078 3.378 -3.901 -0.004
H 1.180 2.871 -6.003 0.312
C 0.199 -3.438 -6.385 -0.450
C -0.180 -3.087 -4.982 0.529
O 1.055 -3.106 -4.295 -0.273
C 1.992 -2.772 -5.230 0.623
O 3.105 -2.426 -4.969 -0.516
O 1.499 -2.874 -6.496 -0.306
F -0.985 -4.035 -4.443 -0.321
H 0.256 -4.518 -6.548 0.291
H -0.481 -3.008 -7.121 0.312
H -0.644 -2.102 -4.876 0.120
C 6.328 -1.999 3.981 -0.407
C 6.780 -2.580 2.679 0.277
O 6.735 -1.473 1.800 -0.308
C 6.963 -0.381 2.581 0.624
O 7.263 0.698 2.158 -0.513
O 6.814 -0.666 3.905 -0.140
F 5.909 -3.518 2.236 -0.288
H 5.239 -1.983 4.081 0.215
H 6.750 -2.523 4.840 0.283
H 7.792 -2.993 2.698 0.290
C -8.640 -3.840 -5.244 0.033
C -7.962 -5.104 -5.667 0.283
O -7.401 -5.587 -4.463 -0.295
C -8.220 -5.134 -3.472 0.644
O -8.221 -5.558 -2.354 -0.526
O -9.043 -4.142 -3.914 -0.319
F -6.958 -4.849 -6.539 -0.260
H -7.964 -2.981 -5.232 -0.054
H -9.501 -3.600 -5.870 0.281
H -8.635 -5.857 -6.088 0.245
C -5.845 -1.856 4.368 -0.413
C -4.626 -2.628 3.976 0.325
O -4.756 -2.746 2.573 -0.282
C -5.453 -1.645 2.180 0.687
O -5.524 -1.262 1.045 -0.519
O -6.055 -1.026 3.233 -0.289
F -4.641 -3.868 4.516 -0.275
H -6.719 -2.495 4.518 0.290
H -5.688 -1.259 5.268 0.273
H -3.681 -2.132 4.217 0.246
```

* total charge: +1
* E_HOMO: -11.46 eV
* HOMO-LUMO gap: 0.2372 hartree
* DFT total energy: -5345.77163 Eh

Entry 4:
A 4-piece molecular cluster, C20H43F2IN2O11PS2 overall, computed with ωB97M-V/def2-TZVPD.

XYZ file:
```
82
Properties=species:S:1:pos:R:3:mulliken_charge:R:1
O -0.172 1.966 3.583 -0.591
S -1.528 2.274 3.246 1.275
O -2.175 3.397 3.843 -0.662
F -2.371 0.998 3.599 -0.252
C -1.694 2.229 1.472 0.289
O -2.959 2.602 1.119 -0.592
P -3.097 3.361 -0.424 0.370
I -2.245 1.001 -1.591 -0.365
C -3.814 4.958 0.247 -0.726
C -4.990 5.415 -0.582 -0.223
F -6.185 4.810 -0.167 -0.306
O -1.437 3.818 -0.225 -0.416
C -0.670 3.081 0.666 0.454
C 0.361 3.940 1.379 -0.948
C 1.065 4.860 0.393 -0.821
S 2.502 4.183 -0.466 -0.268
C 1.893 2.712 -1.147 0.653
N 2.511 1.573 -1.094 -0.408
N 1.719 0.690 -1.838 -0.556
C 0.697 1.373 -2.233 -0.104
O 0.741 2.666 -1.857 -0.042
H -1.494 1.177 1.229 0.074
H -3.030 3.864 -1.745 -0.119
H -4.362 2.770 -0.603 0.209
H -3.038 5.722 0.159 0.249
H -4.100 4.883 1.296 0.350
H -4.850 5.155 -1.637 0.187
H -5.143 6.495 -0.517 0.321
H -0.117 2.320 0.100 -0.208
H 1.080 3.302 1.885 0.325
H -0.138 4.576 2.117 0.544
H 0.354 5.289 -0.310 0.374
H 1.519 5.692 0.936 0.457
H -0.140 0.999 -2.796 0.416
C -0.408 -1.937 2.307 -0.846
O 0.657 -1.009 2.243 -0.183
C 1.360 -0.832 3.459 -0.299
C 2.628 -1.654 3.523 -0.829
O 2.390 -3.053 3.493 -0.334
C 2.510 -3.622 2.201 -0.651
H -0.650 -2.222 1.284 0.224
H -0.134 -2.830 2.876 0.435
H -1.295 -1.482 2.763 0.240
H 0.712 -1.061 4.313 0.375
H 1.624 0.226 3.517 0.244
H 3.136 -1.434 4.467 0.412
H 3.295 -1.366 2.703 0.383
H 3.566 -3.790 1.955 0.317
H 2.066 -2.988 1.432 0.386
H 1.996 -4.582 2.215 0.112
C -2.608 1.573 -6.039 -0.860
O -2.242 2.489 -5.033 -0.237
C -0.959 3.053 -5.176 0.267
C -0.989 4.425 -5.812 -0.722
O -1.483 4.411 -7.144 -0.391
C -2.859 4.724 -7.238 -0.693
H -3.691 1.462 -5.998 0.218
H -2.318 1.921 -7.035 0.384
H -2.152 0.593 -5.855 0.310
H -0.305 2.385 -5.750 0.363
H -0.543 3.156 -4.167 -0.164
H 0.032 4.815 -5.851 0.382
H -1.587 5.102 -5.193 0.356
H -3.019 5.807 -7.181 0.322
H -3.437 4.238 -6.450 0.287
H -3.209 4.369 -8.207 0.248
C 1.438 -8.342 2.389 -0.781
O 2.469 -7.382 2.269 -0.375
C 3.193 -7.157 3.466 -0.114
C 4.487 -7.939 3.520 -0.662
O 4.287 -9.343 3.522 -0.373
C 4.408 -9.940 2.246 -0.705
H 1.180 -8.669 1.383 0.260
H 1.758 -9.207 2.976 0.348
H 0.549 -7.904 2.855 0.313
H 2.573 -7.391 4.338 0.313
H 3.434 -6.091 3.501 0.201
H 5.004 -7.686 4.450 0.371
H 5.132 -7.649 2.684 0.345
H 5.461 -10.083 1.979 0.313
H 3.925 -9.339 1.472 0.305
H 3.923 -10.914 2.293 0.246
```

* total charge: -1
* E_HOMO: -5.17 eV
* HOMO-LUMO gap: 0.2725 hartree
* DFT total energy: -3360.07855 Eh

Entry 5:
A 5-piece molecular cluster, C37H58ClN9O3 overall, computed with ωB97M-V/def2-TZVPD.

XYZ file:
```
108
Properties=species:S:1:pos:R:3:mulliken_charge:R:1
C 0.355 3.536 3.919 -1.400
C 1.022 2.644 2.821 0.450
C 1.437 3.459 1.596 -1.019
N 2.252 2.742 0.573 -0.048
C 2.263 1.332 0.693 0.213
C 3.345 0.632 1.301 -0.734
C 3.332 -0.708 1.415 0.924
C 4.528 -1.409 2.053 -1.279
C 5.612 -1.695 0.994 0.513
O 6.593 -2.341 1.256 -0.549
O 5.448 -1.192 -0.285 -0.462
C 2.231 -1.479 0.962 0.589
N 2.290 -2.831 1.143 -0.679
C 1.211 -3.399 0.718 0.723
Cl 1.131 -5.151 0.903 -0.150
C 0.094 -2.757 0.093 -0.643
N -1.036 -3.522 -0.327 -0.336
C -2.138 -3.214 0.614 0.230
C -1.948 -3.969 1.941 -1.191
N 0.079 -1.470 -0.107 -0.399
C 1.172 -0.795 0.359 -0.527
C 1.200 0.612 0.210 -0.041
C 0.059 1.346 -0.487 -0.473
C 0.611 1.847 -1.869 -0.991
C -0.481 1.938 -2.971 -0.561
C 0.104 1.353 -4.289 -0.787
N 1.382 1.976 -4.617 -0.108
C 1.741 1.857 -5.981 0.595
C 3.005 1.035 -6.265 -1.131
O 1.105 2.401 -6.854 -0.592
H -0.686 3.718 3.629 0.281
H 0.931 4.447 4.100 0.346
H 0.319 2.912 4.814 0.420
H 1.908 2.208 3.304 0.171
H 0.285 1.865 2.593 0.078
H 2.042 4.309 1.942 0.533
H 0.551 3.904 1.115 0.210
H 3.188 3.115 0.511 0.389
H 4.198 1.211 1.652 0.491
H 4.975 -0.736 2.791 0.431
H 4.255 -2.365 2.499 0.378
H 5.227 -1.913 -0.886 0.331
H -1.289 -3.182 -1.250 0.395
H -3.118 -3.454 0.183 0.591
H -2.178 -2.141 0.873 -0.179
H -2.134 -5.038 1.830 0.267
H -2.644 -3.587 2.695 0.486
H -0.949 -3.795 2.355 0.170
H -0.283 2.205 0.096 0.212
H -0.772 0.663 -0.680 0.229
H 1.311 1.057 -2.184 0.451
H 1.152 2.784 -1.741 0.344
H -1.429 1.462 -2.701 0.333
H -0.658 2.999 -3.196 0.355
H -0.646 1.498 -5.072 0.510
H 0.173 0.262 -4.118 0.259
H 2.150 1.589 -4.082 0.266
H 2.838 -0.016 -6.013 0.306
H 3.297 1.208 -7.302 0.214
H 3.820 1.394 -5.619 0.438
C 1.487 0.964 -12.524 -1.185
C 0.999 1.638 -11.245 -0.575
C 1.733 1.148 -9.993 -0.026
C 1.529 -0.298 -9.814 0.310
N 1.368 -1.431 -9.675 -0.500
H 1.309 -0.112 -12.502 0.353
H 0.959 1.364 -13.390 0.344
H 2.556 1.132 -12.672 0.296
H -0.072 1.459 -11.135 0.311
H 1.137 2.717 -11.335 0.347
H 1.359 1.668 -9.109 0.031
H 2.804 1.347 -10.075 0.300
C -3.888 5.207 6.216 -1.253
C -4.177 3.739 5.924 -0.062
C -3.524 2.790 6.935 -0.458
C -2.062 2.946 6.917 0.284
N -0.916 3.069 6.897 -0.481
H -2.821 5.425 6.152 0.332
H -4.395 5.845 5.491 0.348
H -4.236 5.485 7.214 0.331
H -3.827 3.503 4.918 -0.034
H -5.257 3.578 5.934 0.364
H -3.768 1.755 6.694 0.304
H -3.887 2.996 7.943 0.320
C -4.979 1.047 -0.148 -1.478
C -3.928 0.282 0.649 0.738
C -3.904 0.665 2.131 -0.374
C -3.592 2.094 2.285 0.247
N -3.344 3.214 2.400 -0.595
H -4.782 2.121 -0.144 0.344
H -4.978 0.721 -1.189 0.416
H -5.979 0.880 0.258 0.370
H -2.945 0.463 0.208 -0.469
H -4.125 -0.788 0.565 0.251
H -3.147 0.083 2.659 0.278
H -4.871 0.462 2.595 0.423
C 1.474 -6.276 4.824 -0.989
C 0.596 -6.912 5.897 -0.458
C -0.725 -7.454 5.341 -0.460
C -1.511 -6.366 4.739 0.290
N -2.120 -5.507 4.273 -0.416
H 0.989 -5.410 4.370 0.223
H 2.413 -5.931 5.257 0.349
H 1.708 -6.991 4.033 0.281
H 0.392 -6.174 6.676 0.303
H 1.143 -7.731 6.368 0.315
H -1.313 -7.911 6.138 0.293
H -0.537 -8.214 4.582 0.269
```

* E_HOMO: -8.39 eV
* HOMO-LUMO gap: 0.2927 hartree
* DFT total energy: -2623.36497 Eh

Entry 6:
A 2-piece molecular cluster, C8H5N2O4S overall, computed with ωB97M-V/def2-TZVPD.

XYZ file:
```
20
Properties=species:S:1:pos:R:3:mulliken_charge:R:1
C 2.761 2.281 0.404 0.439
C -0.917 0.411 1.407 -0.419
C 0.198 1.038 1.071 -0.247
C -0.104 0.027 -1.164 -0.819
C -1.242 -0.615 -0.874 -0.180
C -2.077 -1.396 -1.980 0.391
C -1.639 -0.614 0.650 -0.732
C 0.753 0.683 -0.203 1.525
N 3.399 2.531 1.299 -0.476
N 1.860 -0.818 0.477 0.746
O -3.115 -1.946 -1.536 -0.728
O 1.393 -1.591 1.311 -0.568
O -1.670 -1.234 -3.105 -0.666
O 2.885 -0.970 -0.177 -0.578
S 1.939 1.750 -1.024 -0.061
H -1.495 0.607 2.387 0.253
H 0.717 1.860 1.769 0.135
H 0.260 0.066 -2.257 0.269
H -1.202 -1.611 0.913 0.234
H -2.704 -0.460 0.633 0.480
```

* total charge: -1
* energy above the lowest of the compared OMol25 structures with the same formula, charge and spin: 519.73 kJ/mol
* E_HOMO: -5.32 eV
* HOMO-LUMO gap: 0.2889 hartree
* DFT total energy: -1116.41189 Eh

Entry 7:
CH3ClN2O2 as an isolated structure, computed with ωB97M-V/def2-TZVPD.

XYZ file:
```
9
Properties=species:S:1:pos:R:3:mulliken_charge:R:1
C 1.113 -0.327 -0.087 -0.564
N -0.267 -0.180 -0.359 -0.257
N -0.952 0.889 0.139 1.079
O -0.208 1.868 0.320 -0.562
O -2.164 0.875 0.087 -0.505
Cl -1.622 -1.976 0.187 -0.105
H 1.511 -0.229 -1.071 0.308
H 1.342 0.445 0.487 0.418
H 1.246 -1.365 0.297 0.189
```

* spin multiplicity: 3
* energy above the lowest of the compared OMol25 structures with the same formula, charge and spin: 209.92 kJ/mol
* E_HOMO (spin up / spin down): -10.17 / -10.83 eV
* HOMO-LUMO gap (spin up / spin down): 0.3647 / 0.2541 hartree
* DFT total energy: -759.81232 Eh